Density functional theory data (ωB97M-V/def2-TZVPD) for a structure of composition C34H44F24KO18Pb at a distorted geometry.

The HOMO-LUMO gap is 9.025 eV. As for the total energy: -5865.67082 hartree. The total charge is +1. Its lowest unoccupied orbital energy is -0.12262 Ha. As for the HOMO energy: -0.4543 hartree.

```
122
Properties=species:S:1:pos:R:3:forces:R:3
Pb -0.658 -3.470 1.466 6.8564 -7.4541 11.3430
K 3.358 -3.092 2.587 0.0500 0.5229 0.2455
O -1.459 -2.629 0.183 -5.8796 6.5415 -8.7243
C -0.773 -1.461 -0.109 1.2205 3.7140 -1.4709
C 0.233 -0.790 0.982 -0.4567 -0.3566 -0.3453
O 0.962 -1.705 1.715 -0.4417 -2.0758 -0.1879
H -1.444 -0.633 -0.372 -0.3932 -0.1749 0.1268
H -0.229 -1.595 -1.052 0.2703 -0.2535 0.1572
H -0.273 -0.113 1.678 -0.7355 -0.1048 0.0096
H 0.902 -0.095 0.466 -0.0155 -0.0804 -0.7497
C -4.683 -1.296 -1.545 -0.0189 0.5345 0.1943
C -5.297 -2.586 -1.109 0.8725 -1.0438 -0.7622
O -6.064 -3.134 -2.177 -1.4497 -0.3857 -1.1123
C -5.506 -3.884 -3.139 1.1036 0.1757 1.6457
O -4.350 -4.185 -3.161 0.3076 0.0054 -0.3357
C -6.496 -4.455 -4.146 -1.3964 1.2969 0.1692
F -6.289 -3.946 -5.367 0.5794 -0.6343 0.0321
F -6.459 -5.773 -4.124 0.3443 -0.2254 -0.4534
F -7.736 -4.072 -3.819 -0.3658 -0.1864 0.1450
H -4.035 -0.988 -0.724 -0.0849 0.4955 -0.0561
H -5.479 -0.583 -1.764 0.1853 0.2982 0.2179
H -4.054 -1.366 -2.431 -0.0790 -0.5285 0.0574
H -5.996 -2.501 -0.279 0.1199 0.1130 -0.0249
H -4.495 -3.294 -0.892 -0.1058 -0.0874 0.3098
C -2.365 2.136 -3.472 0.0096 0.1336 -1.0065
C -2.578 0.667 -3.750 -0.1277 -0.9882 1.3666
O -2.406 0.309 -5.117 -0.2134 0.5957 -1.0869
C -2.036 -0.918 -5.500 0.1186 0.3414 0.6719
O -1.714 -1.794 -4.763 -0.0558 -0.5312 0.3494
C -1.911 -1.083 -7.042 -0.7419 -0.6660 0.5006
F -0.703 -1.591 -7.267 -0.0523 0.2609 -0.3662
F -2.830 -1.957 -7.533 0.5790 0.6182 0.5300
F -2.074 0.074 -7.645 0.2156 0.2919 -0.5421
H -2.566 2.335 -2.420 0.1080 0.0176 0.0045
H -3.022 2.757 -4.083 -0.2256 -0.0777 0.1305
H -1.363 2.460 -3.758 0.1257 -0.1402 0.2753
H -3.558 0.337 -3.398 -0.3130 0.3294 -0.5552
H -1.948 0.056 -3.099 0.5790 -0.0209 -0.3124
C 3.512 2.874 0.591 1.5585 -0.0344 0.4295
C 3.749 1.405 0.919 -0.9388 1.0614 -0.2241
O 5.154 1.099 0.736 0.0990 0.6333 -0.0300
C 5.741 0.126 1.369 -0.6644 -1.2959 0.2683
O 5.219 -0.676 2.110 -0.2120 0.1272 -0.0013
C 7.246 -0.035 1.073 1.2133 0.5113 -0.3169
F 7.935 0.332 2.152 -0.1712 0.0615 0.3461
F 7.591 -1.304 0.805 -0.6938 0.2850 -0.0272
F 7.666 0.733 0.063 -0.3838 -0.2121 -0.0246
H 2.453 3.096 0.704 0.0784 0.1315 -0.4706
H 4.007 3.178 -0.331 -0.7413 -0.1258 -0.4441
H 4.077 3.456 1.323 -0.2588 0.0670 0.2846
H 3.152 0.789 0.248 0.2241 -0.3597 0.1156
H 3.356 1.356 1.935 0.6611 -1.0108 0.2246
C -4.636 0.470 1.687 0.4085 -0.9212 0.1727
C -3.296 -0.260 1.891 0.5009 0.9486 -0.5181
O -3.065 -0.197 3.314 -0.1509 -0.0514 1.7812
C -2.414 -1.108 4.019 0.1300 -0.0296 -2.4762
O -1.889 -2.059 3.476 0.2635 -0.2103 0.7645
C -2.383 -0.879 5.557 -1.0262 0.2126 -0.3401
F -3.153 0.167 5.866 0.5882 -0.2707 0.1220
F -2.907 -1.961 6.122 -0.0473 -0.2592 0.1214
F -1.148 -0.733 6.016 -0.0025 0.2591 -0.1866
H -5.404 -0.249 1.974 -0.2558 0.2071 -0.0640
H -4.811 0.781 0.659 0.1560 -0.0665 0.0095
H -4.715 1.329 2.351 0.1618 0.0160 -0.0863
H -2.429 0.240 1.454 -0.2277 0.5342 -0.0151
H -3.193 -1.245 1.435 -0.6152 -0.3772 0.6338
C 1.154 0.371 -4.087 -0.1194 -0.2775 0.1789
C 1.359 1.242 -2.860 0.1670 -1.8991 -0.4501
O 1.265 2.576 -3.302 -0.4250 0.9203 -0.5832
C 1.030 3.515 -2.421 0.0216 -0.4381 2.0933
O 0.907 3.306 -1.228 0.1139 0.6217 -1.4380
C 0.936 4.924 -3.055 0.8242 0.9678 1.2383
F 2.009 5.172 -3.811 -0.3995 -0.3929 -0.4758
F -0.194 5.054 -3.715 -0.3106 -0.1610 -0.8074
F 0.945 5.889 -2.111 -0.1223 -0.7519 0.0080
H 1.150 -0.674 -3.771 0.5333 -0.1019 -0.0683
H 1.888 0.580 -4.862 -0.0576 -0.2419 -0.0237
H 0.140 0.456 -4.483 0.1066 0.5559 -0.0848
H 2.337 1.086 -2.403 0.1213 0.1120 -0.1010
H 0.630 0.868 -2.138 -0.3429 1.0385 0.3063
C 1.588 0.903 5.166 0.0049 -0.2780 -1.0664
C 2.454 -0.325 4.900 -0.2831 0.0326 -0.1049
O 3.782 0.041 5.251 0.7133 1.5704 1.1806
C 4.763 -0.787 5.392 0.0770 -2.2594 -0.7265
O 4.712 -1.979 5.084 0.3142 1.6750 0.4103
C 6.054 -0.112 6.015 -0.6917 -0.3693 -0.4730
F 7.013 0.001 5.075 -0.3069 -0.5460 0.6476
F 5.813 1.111 6.465 -0.1266 -0.0347 0.1216
F 6.423 -0.889 7.041 0.3869 0.3606 -0.5970
H 0.560 0.700 4.864 -0.0139 -0.1070 0.2490
H 1.911 1.709 4.506 0.1707 0.1578 0.1993
H 1.609 1.242 6.199 0.0719 -0.1828 -0.0251
H 2.557 -0.602 3.852 -0.7567 0.0329 -0.2542
H 2.106 -1.182 5.478 0.2567 -0.0826 0.0688
C 3.859 -1.819 -0.902 -0.8129 -0.5201 -0.4477
C 2.892 -2.784 -1.589 0.4079 0.3815 0.3851
O 3.225 -2.700 -2.994 -0.9226 0.1659 0.3739
C 2.329 -3.240 -3.813 -0.6008 -2.6074 -0.2874
O 1.483 -4.074 -3.548 1.0157 1.8184 0.1591
C 2.627 -2.934 -5.290 -1.2101 1.4474 -1.4228
F 3.498 -1.910 -5.414 -0.2060 -0.6089 0.0055
F 3.049 -3.987 -5.952 0.8163 -0.4666 0.3565
F 1.482 -2.572 -5.955 0.7098 0.1105 1.1181
H 4.907 -2.054 -1.083 -0.0492 -0.0544 0.0967
H 3.607 -1.798 0.158 0.1965 0.2300 0.0272
H 3.605 -0.861 -1.354 0.3923 0.2461 0.2691
H 1.881 -2.417 -1.403 -0.1298 0.0255 -0.3869
H 2.885 -3.811 -1.222 0.4288 -0.1189 -0.2761
C -1.009 3.302 1.126 1.0089 -0.5092 0.5007
C -0.931 2.779 2.583 0.8054 -0.5219 -2.1974
O -1.930 3.454 3.297 -0.7402 0.1676 2.0623
C -2.128 3.179 4.619 0.2311 -1.6040 -1.0647
O -1.489 2.408 5.300 -0.5934 1.2753 -0.9806
C -3.447 3.836 5.128 0.8156 0.2182 0.8716
F -3.089 4.634 6.132 0.1418 0.4690 0.4263
F -4.090 4.563 4.242 -0.1701 -0.0335 -0.5991
F -4.269 2.925 5.639 -0.0487 -0.3702 -0.3732
H -0.314 2.755 0.484 0.0170 -0.2449 0.3428
H -0.612 4.315 1.084 -0.5997 0.2033 -0.0846
H -1.978 3.162 0.649 -0.2136 0.3880 0.3670
H 0.088 2.896 2.956 -0.1636 0.5340 0.4172
H -1.055 1.694 2.549 -0.6006 -0.0437 0.4809
```
Positions in Å, forces in eV/Å.

***

Density functional theory data (ωB97M-V/def2-TZVPD) for the molecule C6H12O.

As for the energy above the lowest of the compared OMol25 structures with the same formula, charge and spin: 160.0 kJ/mol. The HOMO-LUMO gap is 10.701 eV. As for the total energy: -310.99834 hartree. The total charge is 0. Its lowest unoccupied orbital energy is 0.03862 Ha. As for the SMILES: COCC1(C)CC1. As for the HOMO energy: -0.3546 hartree.

```
19
Properties=species:S:1:pos:R:3:forces:R:3
C -0.524 2.647 0.640 -0.0175 0.3012 -0.0314
O -0.645 1.263 0.828 -0.0621 -0.0631 0.0446
C 0.535 0.528 0.566 0.2070 -0.1177 -0.1264
C 0.173 -0.800 -0.074 0.0121 0.0162 0.0843
C -0.030 -1.966 0.874 -0.0339 -0.0432 0.0143
C -0.698 -0.693 -1.292 -0.1892 0.0336 -0.0344
C 0.743 -1.086 -1.440 0.1961 -0.0727 -0.0868
H 0.039 2.878 -0.278 -0.1033 -0.0300 0.1330
H -0.027 3.150 1.484 -0.0317 -0.1056 -0.0805
H -1.536 3.048 0.536 0.1429 -0.0093 0.0712
H 1.184 1.105 -0.111 -0.1160 -0.0736 0.0567
H 1.099 0.367 1.500 -0.0818 0.0260 -0.1346
H -0.597 -1.657 1.759 0.0356 -0.0194 -0.1349
H 0.929 -2.377 1.211 -0.1200 0.0992 -0.0082
H -0.588 -2.775 0.390 0.1143 0.1083 0.0390
H -1.000 0.304 -1.598 0.0737 -0.1698 0.0293
H -1.460 -1.455 -1.436 0.1429 0.1048 0.0196
H 1.429 -0.360 -1.872 -0.1169 -0.1265 0.0811
H 0.974 -2.119 -1.688 -0.0524 0.1415 0.0644
```
Positions in Å, forces in eV/Å.